A 15-piece molecular cluster, C27H84N4O15 overall at a distorted geometry. Source: the Open Molecules 2025 dataset; level of theory: the ωB97M-V functional and the def2-TZVPD basis.

**Strongest force on any atom**: 16.823 eV/A
**Spin multiplicity**: 1
**Net charge**: 0
**LUMO energy**: 0.301 eV

```
130
Properties=species:S:1:pos:R:3:forces:R:3
C -0.63831 3.87812 -2.59852 -0.26 1.36 1.14
O -1.81229 3.06981 -2.60989 -1.66 1.05 0.21
H -0.59865 4.41947 -1.64468 -0.06 0.22 -0.40
H -0.63044 4.53733 -3.45438 -0.07 0.42 -0.12
H 0.28233 3.33778 -2.62547 0.26 -1.13 -0.12
H -2.63309 3.66769 -2.57466 2.02 -1.01 -0.23
C 2.41322 4.69217 -0.60576 -0.12 -0.02 0.25
O 1.77531 5.64506 -1.47384 -0.03 0.48 0.93
H 1.86214 3.74572 -0.70946 -0.23 0.28 0.89
H 2.56383 5.10232 0.45800 -0.33 -0.94 -1.59
H 3.35005 4.38986 -1.04975 0.69 0.56 0.01
H 1.30240 6.25701 -0.87977 0.32 -0.29 -0.66
C -1.20985 -1.58468 -5.24700 0.35 -0.48 2.00
O -1.76427 -2.90420 -5.13086 -0.85 1.17 0.77
H -1.77185 -0.85010 -4.62978 0.06 -0.78 -0.35
H -1.25424 -1.25563 -6.24468 0.23 0.53 -1.36
H -0.17589 -1.58286 -4.83018 -0.44 0.15 -0.56
H -1.21128 -3.51967 -5.58043 0.67 -0.54 -0.56
C -2.33145 2.96877 3.51433 0.52 -1.72 -0.13
O -2.49198 1.86100 4.41655 -1.06 0.75 -1.15
H -3.25131 3.16948 3.05582 -1.49 0.28 -0.43
H -1.68213 2.75899 2.64847 0.08 -0.09 0.53
H -2.02585 3.83470 4.03313 0.57 1.20 0.67
H -1.64774 1.75185 4.82138 0.89 -0.32 0.68
C 3.60668 1.74740 -2.48828 -0.38 -0.47 -0.68
O 2.63106 2.41567 -3.21956 -1.23 1.27 -0.53
H 4.33419 1.40160 -3.18568 0.91 -0.77 -0.21
H 3.09535 0.95726 -1.98593 -0.13 -0.78 0.20
H 4.06980 2.31978 -1.74317 0.76 1.13 1.14
H 2.97184 3.23813 -3.59650 0.03 -0.26 0.16
C 0.11190 1.97418 -5.32130 -1.18 0.79 -1.81
O -1.22582 2.01908 -4.92896 -1.01 -0.04 1.38
H 0.64210 2.60775 -4.69620 1.55 1.30 0.86
H 0.15201 2.33242 -6.37372 0.26 -0.22 0.56
H 0.55601 1.02140 -5.26149 0.46 -1.52 0.06
H -1.29573 2.32946 -3.97361 -0.20 -0.80 -1.92
C -0.15893 4.80387 1.24817 0.61 -2.09 0.58
O 0.39371 5.39809 2.40195 0.19 0.30 1.73
H -1.20255 4.56586 1.38233 -0.43 0.00 -0.16
H 0.40048 3.83420 1.08971 -0.77 0.90 -0.31
H -0.03907 5.43304 0.36814 0.10 0.21 0.33
H 0.21833 4.88214 3.24536 0.04 0.72 -1.98
C -3.83016 2.22175 0.01149 5.65 3.77 2.27
O -2.84977 3.01088 0.58557 -4.77 -4.01 -3.35
N -4.83994 1.73619 0.69338 -3.14 -0.59 1.46
N -3.82014 1.78959 -1.24463 0.97 0.43 -1.63
H -4.86797 1.70216 1.68974 0.27 0.60 0.48
H -5.75976 1.74812 0.25800 0.40 -0.26 0.13
H -2.96032 2.08328 -1.73161 -0.72 -0.63 -0.12
H -4.51579 1.14374 -1.65965 1.02 0.73 0.71
C 4.25140 0.29181 0.74585 6.86 1.26 1.55
O 5.47809 0.67991 1.13772 -4.86 -1.32 -1.60
N 4.05585 -0.60322 -0.16027 3.73 -3.15 -3.10
N 3.17428 0.77748 1.24486 -0.16 4.38 3.98
H 4.97597 -0.99266 -0.55200 -2.44 0.57 0.68
H 3.15313 -0.94016 -0.39530 -0.53 -0.33 -0.24
H 3.47465 1.49860 1.94008 -1.23 -0.88 -0.72
H 2.24206 0.49599 1.14607 -1.07 -0.55 -0.56
C -0.35976 -5.32043 -0.61974 -0.80 -0.28 0.28
C -1.54209 -4.32197 -0.72806 7.12 3.16 3.57
C -1.24220 -3.28727 -1.72761 3.68 0.35 0.23
O -2.65588 -4.75679 -1.04912 -8.58 -5.42 -2.67
H -0.21500 -5.85740 -1.51670 0.27 -0.34 -1.52
H -0.49009 -6.11948 0.09239 -0.66 -0.19 0.72
H 0.55951 -4.88094 -0.31269 0.50 0.68 0.06
H -1.71886 -4.01856 0.33538 1.35 1.30 -0.25
H -1.98732 -2.66747 -2.08214 -2.01 1.16 -0.17
H -0.78769 -3.71946 -2.62170 -0.04 -0.24 0.00
H -0.45964 -2.70890 -1.25376 0.32 0.65 -0.27
H -2.81077 -5.38556 -0.35435 -1.52 -1.01 0.05
C 2.58180 -4.51557 -2.62542 0.49 -0.18 -0.54
C 2.87290 -3.27693 -1.82935 4.04 0.06 -8.20
C 2.62511 -2.10517 -2.79240 1.82 1.23 0.71
O 2.13603 -3.03906 -0.86603 -6.33 0.05 9.11
H 2.81630 -5.41357 -2.09541 0.24 -0.76 0.47
H 3.20819 -4.47694 -3.53014 -0.43 -0.23 0.15
H 1.52655 -4.54183 -2.85327 -0.31 0.01 -0.38
H 3.88239 -3.27081 -1.51481 1.91 -0.10 -0.04
H 3.48707 -1.99359 -3.43971 -0.16 -0.21 -0.74
H 2.61377 -1.12802 -2.27058 -0.15 -0.64 -0.09
H 1.68985 -2.19219 -3.29382 -0.63 -0.28 -0.65
H 2.11386 -3.80198 -0.24288 -0.17 0.92 -0.28
C 1.37595 -3.09303 3.93802 0.93 0.40 0.57
C 0.32202 -2.88278 2.91512 -0.45 5.01 5.29
C 0.66052 -1.93239 1.87281 -1.00 1.42 -0.94
O -0.10476 -3.94619 2.41099 -2.77 -8.83 -4.92
H 2.11944 -2.36613 3.72523 1.47 0.12 -0.07
H 1.75662 -4.09670 4.03206 0.27 -0.36 -0.44
H 1.03793 -2.79997 4.89700 -0.47 0.00 1.12
H -0.55622 -2.50226 3.48479 0.20 1.06 0.12
H -0.21468 -1.87028 1.16867 1.21 -0.04 0.38
H 1.59993 -2.15657 1.44290 0.81 -0.73 -1.10
H 0.87085 -0.95383 2.28369 -0.47 0.31 0.23
H -0.43544 -4.64005 3.00238 0.34 0.67 -0.01
C 1.05614 -0.25219 5.26269 1.63 -0.39 0.97
C 0.93634 1.25667 4.95757 10.68 -7.82 -8.92
C 0.70251 1.43119 3.46010 0.19 -1.45 -0.81
O -0.01112 1.72406 5.46739 -13.56 6.55 7.49
H 0.30244 -0.77849 4.68665 -0.50 -0.01 0.35
H 0.96321 -0.41932 6.38847 -0.09 0.04 -1.45
H 2.01654 -0.72176 4.93822 -0.54 0.69 0.36
H 1.78462 1.80480 5.24026 2.35 0.33 0.07
H 0.68107 2.47481 3.23036 0.13 0.74 -0.39
H -0.28349 0.99546 3.15073 0.69 0.31 0.58
H 1.45321 0.89818 2.88195 0.07 0.33 -0.02
H 0.29997 2.13912 6.23098 -0.69 1.24 2.43
C -0.00102 1.43463 0.01153 -1.11 -0.08 -0.40
C 0.00606 0.07771 -0.69445 -6.98 5.05 -2.36
C -0.10657 0.15211 -2.16413 -3.78 3.10 -0.99
O 1.02847 -0.58707 -0.50072 9.24 -3.59 4.00
H -0.33122 1.36531 1.04313 0.22 -0.05 0.14
H -0.63617 2.19958 -0.44075 -0.60 -0.59 -0.12
H 0.92426 1.93106 -0.07376 1.70 0.13 0.21
H -0.87752 -0.47605 -0.41350 -0.99 -0.16 0.70
H -1.06691 0.65915 -2.39821 0.07 -0.37 -0.06
H -0.16616 -0.74240 -2.67609 0.02 -2.32 -0.58
H 0.54420 0.75945 -2.70614 1.95 1.11 -0.39
H 0.92593 -1.44528 -0.84971 0.34 -1.87 -0.47
C -2.56483 -0.48186 1.94690 0.24 1.78 0.74
C -3.44668 -1.48612 1.40291 3.07 -3.36 1.93
C -3.57921 -2.64633 2.36243 0.37 -1.16 -1.02
O -4.61866 -1.00761 1.14253 -5.66 0.43 -0.80
H -2.16811 0.10366 1.14790 0.15 0.96 -0.51
H -1.72615 -0.94295 2.38723 1.00 -0.29 1.01
H -3.14758 0.13999 2.64060 0.62 -0.05 0.16
H -2.97608 -1.89114 0.57609 1.04 -0.98 -2.50
H -4.32540 -3.38849 2.02659 0.23 0.43 0.42
H -3.72484 -2.24345 3.29967 -1.56 0.85 2.29
H -2.63875 -3.13731 2.60114 0.42 -0.33 -0.93
H -4.54628 -0.17387 0.72259 -0.05 1.34 -0.65
```
Positions in Å, forces in eV/Å.

Results of the Löwdin charge analysis, in e, for atoms 1 through 2:
1. C -0.101
2. O -0.197

One molecule with the formula C28H13NO6 at a distorted geometry. Source: the Open Molecules 2025 dataset; level of theory: the ωB97M-V functional and the def2-TZVPD basis.

**Strongest force on any atom**: 9.181 eV/A
**SMILES string**: O=C1C=CC(=O)C(c2ccc3ccc4cc([N+](=O)[O-])c(C5=CC(=O)C=CC5=O)c5ccc2c3c45)=C1
**Spin multiplicity**: 1
**Net charge**: 0
**LUMO energy**: -1.669 eV

```
48
Properties=species:S:1:pos:R:3:forces:R:3
O 5.83564 -1.87934 -0.35231 3.12 0.11 2.67
C 5.00823 -2.08813 -1.16142 -1.51 0.43 -1.21
C 4.97341 -3.36585 -1.89017 -1.46 -1.84 -1.58
C 3.84100 -3.69792 -2.58635 0.90 1.24 1.23
C 2.77924 -2.63401 -2.68868 -0.22 -1.36 -4.25
O 1.90207 -2.90927 -3.53935 0.90 1.03 2.34
C 3.04454 -1.23417 -2.27576 1.09 0.99 3.97
C 2.01221 -0.23747 -2.44584 -2.37 0.26 1.06
C 1.85953 0.28856 -3.68950 -0.71 1.31 -1.88
C 0.69617 1.05892 -3.97288 0.24 -0.03 0.86
C -0.20505 1.33175 -2.93970 -0.39 1.26 -1.35
C -1.29678 2.24271 -3.23995 -2.14 -1.00 2.83
C -2.34667 2.42803 -2.29255 1.66 1.94 -8.82
C -2.25963 1.94670 -1.07220 1.06 -1.98 4.25
C -3.18283 2.31064 -0.14806 -2.93 -0.30 4.22
C -3.20277 1.77146 1.24614 5.54 -1.77 -5.66
N -4.15473 2.00390 2.19739 -2.42 2.17 1.93
O -3.83404 2.32958 3.32831 0.83 -0.49 0.35
O -5.31076 2.01839 1.84658 -0.82 -0.45 -0.83
C -2.10823 0.90810 1.50909 -0.66 0.95 0.83
C -1.90756 0.43713 2.90622 2.65 1.28 1.25
C -0.87213 0.91754 3.68754 -2.26 -1.55 -1.09
C -0.57084 0.37030 5.03800 -2.09 -0.45 -1.67
O 0.18998 0.93528 5.74729 1.78 0.77 1.53
C -1.41080 -0.76004 5.49491 -1.44 -0.64 0.77
C -2.47630 -1.19046 4.77461 1.48 1.14 -0.74
C -2.68293 -0.71577 3.34667 -0.48 -1.49 -0.92
O -3.33016 -1.31368 2.47141 0.56 0.59 2.17
C -1.09478 0.55008 0.54934 -1.30 1.04 0.69
C -0.01445 -0.27822 0.89968 2.14 -2.66 -1.75
C 0.97516 -0.59542 -0.09634 -0.49 0.30 3.12
C 0.98244 0.00687 -1.37253 2.07 -1.58 -0.61
C -0.11412 0.78733 -1.62348 -0.57 1.46 -2.84
C -1.15734 1.09176 -0.75038 -0.11 -0.38 1.97
C 4.05923 -0.96579 -1.38858 -0.66 -1.86 -1.93
H 5.86446 -4.02647 -1.82825 -0.72 0.65 0.05
H 3.57855 -4.55526 -3.24083 0.66 0.41 0.87
H 2.62853 0.19760 -4.51668 -0.98 -0.36 1.26
H 0.45062 1.45747 -4.96908 0.49 -0.17 0.54
H -1.34114 2.63548 -4.22711 -0.28 0.32 -0.57
H -3.27240 2.86043 -2.70189 0.55 0.31 0.62
H -4.01389 3.00847 -0.36598 0.68 -0.51 -0.23
H -0.25310 1.72615 3.39096 0.46 0.59 -0.43
H -1.27069 -1.06766 6.56429 -0.02 0.13 -1.22
H -3.16694 -1.90020 5.13323 -0.65 -0.79 0.42
H -0.02952 -0.93619 1.81924 0.18 1.31 -1.06
H 1.82092 -1.20767 0.25783 -0.58 0.09 -0.44
H 4.37862 -0.06168 -0.83292 -0.79 -0.41 -0.73
```
Positions in Å, forces in eV/Å.

Results of the Löwdin charge analysis, in e, for atoms 1 through 2:
1. O 0.127
2. C -0.440

C28H14ClF15GeOsS as an isolated structure. Source: the Open Molecules 2025 dataset; level of theory: the ωB97M-V functional and the def2-TZVPD basis.

**Strongest force on any atom**: 0.369 eV/A
**Spin multiplicity**: 1
**Net charge**: +2
**LUMO energy**: -9.681 eV

```
61
Properties=species:S:1:pos:R:3:forces:R:3
Os -0.38158 -0.38048 -0.89801 0.29 0.08 -0.22
C -0.28678 -2.28026 3.48355 0.00 0.00 0.00
C -0.40317 -0.99635 2.63701 0.01 -0.01 0.00
C 0.39563 0.14925 3.24301 0.00 0.00 0.00
C 0.02035 -1.36475 1.24586 0.01 0.03 0.05
C -0.88049 -2.06414 0.38134 -0.08 0.08 0.03
C -0.45478 -2.57992 -0.88266 -0.10 0.03 0.04
C 0.85906 -2.35407 -1.36330 -0.01 -0.02 -0.01
C 1.35113 -2.99710 -2.61714 0.01 0.06 -0.01
C 1.58027 -1.34743 -0.67777 -0.03 -0.07 -0.03
C 1.18851 -0.89510 0.63294 0.03 -0.04 0.03
H -0.63384 -2.06708 4.49307 0.00 0.00 0.00
H 0.75027 -2.61293 3.54570 0.00 0.00 0.00
H -0.89248 -3.09582 3.08660 0.00 0.00 0.00
H -1.46037 -0.71839 2.58631 0.00 0.00 0.00
H 1.43980 -0.12966 3.39943 0.00 0.00 0.00
H -0.01753 0.39689 4.21894 0.00 0.00 0.00
H 0.35416 1.05090 2.62938 0.00 0.00 0.00
H -1.88679 -2.28098 0.71682 0.00 0.00 0.00
H -1.15191 -3.16755 -1.46673 0.00 0.00 0.00
H 0.66365 -2.84186 -3.44829 -0.03 -0.03 0.01
H 1.40795 -4.07402 -2.44206 0.03 0.00 0.01
H 2.33665 -2.63348 -2.89467 0.01 0.02 -0.01
H 2.49564 -0.96010 -1.10671 0.00 0.00 -0.01
H 1.81972 -0.17388 1.13359 0.01 -0.01 0.00
F -0.30548 2.49307 -7.03232 0.15 0.13 -0.03
C 0.74584 1.74585 -6.69613 -0.08 -0.04 -0.05
C 0.86900 1.30408 -5.38924 0.04 -0.05 0.08
C 1.97261 0.52912 -5.07572 0.05 0.05 0.05
F 2.13796 0.10125 -3.80033 -0.06 -0.02 -0.03
C 2.92100 0.17935 -6.01186 0.01 -0.01 0.00
F 3.95963 -0.57268 -5.67602 -0.02 0.01 -0.01
C 2.76828 0.63080 -7.31815 0.00 -0.01 0.00
F 3.66159 0.30958 -8.22578 0.00 0.00 0.00
C 1.67755 1.41812 -7.66598 -0.01 0.02 0.00
F 1.53804 1.84287 -8.90560 0.00 0.00 -0.01
Ge -0.41382 1.77714 -4.03813 -0.03 -0.07 -0.04
S -0.91092 -0.28555 -2.99294 0.07 -0.05 -0.01
C 0.23693 3.09620 -2.79265 -0.07 0.05 0.00
C -0.05259 4.42838 -3.04525 -0.01 -0.02 0.00
F -0.75850 4.73590 -4.13459 0.02 0.00 0.02
C 0.37187 5.44525 -2.20782 0.00 0.02 0.02
F 0.08316 6.70233 -2.47217 0.01 -0.02 0.01
C 1.11059 5.12233 -1.07493 -0.02 0.01 -0.01
F 1.51811 6.06999 -0.26241 0.00 -0.01 0.00
C 1.42133 3.79609 -0.79908 0.01 -0.03 0.00
F 2.12098 3.47399 0.28032 0.00 0.00 0.02
C 0.98987 2.82116 -1.67138 -0.03 0.11 -0.05
F 1.31953 1.52690 -1.39777 0.02 -0.03 0.01
C -2.26349 1.90881 -4.54766 0.02 0.06 -0.05
C -3.19163 2.65467 -3.82532 -0.01 -0.06 -0.02
F -2.81653 3.27163 -2.70272 0.05 0.02 0.04
C -4.50522 2.76921 -4.23046 0.01 -0.01 -0.02
F -5.36770 3.48621 -3.53498 -0.01 0.01 0.01
C -4.91829 2.10900 -5.38422 0.02 0.01 0.00
F -6.16502 2.20707 -5.77632 -0.01 0.00 0.00
C -4.02302 1.33706 -6.11725 -0.01 -0.02 0.00
F -4.42533 0.70426 -7.20308 0.00 0.01 0.01
C -2.71736 1.24117 -5.68255 0.08 0.01 -0.08
F -1.85850 0.49308 -6.38288 -0.19 -0.12 0.11
Cl -1.39390 1.33029 0.09683 -0.16 -0.08 0.16
```
Positions in Å, forces in eV/Å.

Results of the Löwdin charge analysis, in e, for atoms 1 through 2:
1. Os 0.972
2. C -0.018